ORCA calculation (the ωB97M-V functional and the def2-TZVPD basis) on a cluster of 2 separate species, C3H13N3 in total.

Atoms and positions in Å:
C -1.7512 -0.6647 -0.8502
C -1.5800 -1.9536 -0.1792
N -0.6016 -2.0925 0.8540
H -2.4136 0.1148 -0.3514
H -2.2344 -0.9366 -1.8155
H -0.7672 -0.1484 -1.1273
H -1.1672 -2.5286 -0.8560
H -2.5727 -2.3830 0.0348
H -0.7290 -3.0149 1.3447
H -0.8015 -1.3351 1.5925
N 2.7143 1.3069 0.2826
C 1.2751 1.3729 0.3872
N 0.7755 2.6245 -0.2427
H 3.0723 0.4205 -0.1150
H 3.0861 1.4871 1.2201
H 0.8468 1.5698 1.5535
H 0.6950 0.5692 -0.2544
H 0.6720 2.3617 -1.2358
H 1.4813 3.2298 -0.2419

Charge: 0
Kohn-Sham gap: 10.2 eV
HOMO level: -9.1 eV
E: -7790.011 eV
Strongest force on any atom: 5.39 eV Å⁻¹
Energy relative to the best compared isomer or geometry (same formula, charge and spin): 46.4 kcal per mole
SMILES: CCN.NCN
E_LUMO: 1.0 eV



ORCA calculation (the ωB97M-V functional and the def2-TZVPD basis) on a cluster of 2 separate species, C22H20FO2 in total.

Atoms and positions in Å:
C 2.1610 2.0012 1.0869
C 2.2297 1.1036 2.3014
O 0.9547 0.3681 2.2871
C 0.1826 1.0637 1.4871
H 0.3155 -0.6702 0.1508
C -1.2328 1.2241 1.7229
C -1.4119 2.3375 2.5342
C -2.6880 2.7107 2.9078
C -3.7813 1.9760 2.4373
C -3.6034 0.8467 1.6122
C -2.3167 0.4426 1.2588
O 0.7901 1.7680 0.5421
H 2.3011 3.0593 1.3459
H 2.8639 1.6878 0.3091
H 3.0347 0.3676 2.2370
H 2.3321 1.6837 3.2253
H -0.5324 2.8862 2.8387
H -2.8171 3.5768 3.5525
H -4.7946 2.2756 2.7122
H -4.4532 0.2768 1.2365
H -2.0636 -0.4141 0.6390
F 5.8195 -1.0132 -1.7097
C 4.4645 -1.2289 -1.5621
C 4.0490 -2.2366 -0.6886
C 2.6912 -2.3468 -0.4564
C 1.7663 -1.4676 -1.0499
C 0.3786 -1.5506 -0.5511
C -0.8271 -1.3816 -1.4068
C -1.9265 -2.2175 -1.1288
C -3.1877 -1.9221 -1.6147
C -3.3641 -0.8242 -2.4708
C -2.2525 -0.0556 -2.8513
C -0.9878 -0.3335 -2.3268
C 2.2226 -0.4953 -1.9585
C 3.5888 -0.3647 -2.2275
H 4.7545 -2.8979 -0.2035
H 2.2886 -3.1171 0.1905
H 0.2416 -2.5010 -0.0496
H -1.7742 -3.0664 -0.4904
H -4.0386 -2.5387 -1.3440
H -4.3654 -0.5481 -2.8406
H -2.3522 0.7585 -3.5774
H -0.1492 0.2687 -2.6466
H 1.5318 0.1300 -2.5105
H 3.9580 0.3786 -2.9500

Charge: +1
Kohn-Sham gap: 7.2 eV
HOMO level: -11.6 eV
E: -29942.710 eV
Strongest force on any atom: 2.82 eV Å⁻¹
E_LUMO: -4.4 eV



ORCA calculation (the ωB97M-V functional and the def2-TZVPD basis) on a cluster of 2 separate species, C2H2Cl3NO in total.

Atoms and positions in Å:
C 0.8445 1.1605 0.0183
N 1.4944 0.6214 -0.7823
O 1.8862 -0.0500 -1.6907
H 0.2073 1.3538 0.9046
Cl -1.6591 -1.4417 -0.1459
C -2.3099 0.1755 -0.2089
Cl -4.0749 0.1716 -0.4930
Cl -2.0012 1.0232 1.4692
H -1.8598 0.6321 -1.0387

Charge: 0
Kohn-Sham gap: 10.0 eV
HOMO level: -10.1 eV
E: -43207.558 eV
Strongest force on any atom: 2.66 eV Å⁻¹
Energy relative to the best compared isomer or geometry (same formula, charge and spin): 78.4 kcal per mole
SMILES: C#[N+][O-].ClC(Cl)Cl
E_LUMO: -0.1 eV



ORCA calculation (the ωB97M-V functional and the def2-TZVPD basis) on the molecule C4H11N2O.

Atoms and positions in Å:
N -0.2731 -1.2766 1.5792
C -0.3266 -0.1597 0.5783
C -1.7317 0.3407 0.3144
C 0.2893 -0.7493 -0.7073
N 1.0822 0.0461 -1.4314
C 1.4151 1.4368 -1.1409
O 0.0240 -1.9137 -0.9953
H 0.6293 -1.1649 2.1702
H -0.2215 -2.1401 1.0274
H -1.0711 -1.3096 2.2219
H 0.3189 0.6081 0.9549
H -2.3450 -0.4411 -0.1465
H -1.6814 1.1917 -0.3619
H -2.2260 0.6054 1.2334
H 1.6101 -0.3303 -2.1974
H 1.8614 1.8598 -2.0294
H 0.5197 1.9387 -0.7596
H 2.1264 1.4580 -0.3100

Charge: 0
Kohn-Sham gap (spin up / spin down): 4.1 / 10.9 eV
HOMO level (spin up / spin down): -3.4 / -10.3 eV
E: -9351.263 eV
Strongest force on any atom: 1.48 eV Å⁻¹
Energy relative to the best compared isomer or geometry (same formula, charge and spin): 28.9 kcal per mole
2S+1: 2
E_LUMO (spin up / spin down): 0.7 / 0.6 eV



ORCA calculation (the ωB97M-V functional and the def2-TZVPD basis) on a cluster of 11 separate species, H21O11 in total.

Atoms and positions in Å:
O -0.8802 -3.6178 1.8886
H -0.4491 -3.5535 1.0116
H -1.7382 -3.8085 1.5132
O 0.7551 -3.1876 -1.3032
H 1.2364 -2.7538 -0.5822
H -0.0710 -2.7358 -1.5077
O 3.9696 0.5470 -0.5742
H -3.2019 3.5549 -1.0814
H -1.0193 1.0082 -1.5833
O 0.2748 -1.0827 0.7693
H -0.1292 -0.4641 1.4004
H 1.5721 0.4756 0.6988
O 0.4334 2.0267 3.5285
H -1.6035 1.5031 1.4239
H 0.0384 -0.6086 -0.1642
O -1.0136 1.8993 -1.9605
H -0.0526 1.8284 -2.0700
H 1.3928 -0.1016 -1.6459
O 0.4679 0.0404 -1.4938
H 3.3566 0.9505 -1.1767
O -3.5332 2.6545 -1.1410
H 3.4805 0.3632 0.2253
H -2.8346 2.0999 -1.4914
O -0.3632 -1.7461 -3.2237
H 0.0432 -1.0209 -2.6984
H -0.9149 -1.2777 -3.8793
O -1.9726 1.2305 2.2804
H 0.6615 2.1644 2.6030
H -2.5253 0.4642 2.0260
O 2.0129 1.0538 1.3627
H -0.2186 2.6909 3.7965
H 1.4955 0.7752 2.1416

Charge: -1
Kohn-Sham gap: 9.3 eV
HOMO level: -6.4 eV
E: -22865.028 eV
Strongest force on any atom: 1.96 eV Å⁻¹
Energy relative to the best compared isomer or geometry (same formula, charge and spin): 44.0 kcal per mole
E_LUMO: 2.9 eV



ORCA calculation (the ωB97M-V functional and the def2-TZVPD basis) on a structure of composition C12H24BrIMgO8.

Atoms and positions in Å:
Mg -0.6080 1.4339 0.9431
I 0.1138 3.8928 0.5537
Br -2.1770 1.2695 2.8282
C 3.6137 2.1700 1.5118
O 3.1808 1.4400 2.6635
C 2.0065 0.8915 2.8136
O 1.0736 0.9388 1.9936
O 1.9410 0.3288 4.0131
C 0.7484 -0.3535 4.4950
H 4.5732 2.6251 1.7576
H 2.9478 2.9906 1.2449
H 3.7888 1.5851 0.6089
H -0.0027 0.2488 5.0059
H 1.0525 -1.1732 5.1460
H 0.2731 -0.8082 3.6258
C -4.1610 -0.4280 -0.2436
O -3.6400 -0.0189 -1.4558
C -2.6022 0.7971 -1.5357
O -1.7930 1.1704 -0.6460
O -2.5413 1.1399 -2.8779
C -1.6824 2.1633 -3.3478
H -4.1671 0.3870 0.4802
H -3.5630 -1.2860 0.0635
H -5.1491 -0.8111 -0.4984
H -2.0968 2.9772 -3.9427
H -0.9884 1.7298 -4.0679
H -1.1044 2.6027 -2.5348
C 1.6053 0.7985 -3.1929
C 1.5590 0.2879 -1.8084
O 1.0243 0.9235 -0.9069
C 2.0590 -1.1143 -1.4462
H 1.5144 1.8846 -3.2063
H 0.6838 0.3463 -3.5595
H 2.4206 0.3920 -3.7914
H 1.5853 -1.7749 -2.1724
H 1.8318 -1.2762 -0.3925
H 3.1437 -1.1084 -1.5531
C -1.0322 -2.6679 -0.8478
C -0.6902 -2.0860 0.4681
O -0.7267 -0.8810 0.7434
C -0.2221 -3.0742 1.4861
H -0.9545 -2.0149 -1.7171
H -2.0787 -2.9712 -0.8177
H -0.4570 -3.5765 -1.0261
H -1.0162 -3.7560 1.7904
H 0.1785 -2.5432 2.3496
H 0.5350 -3.6919 1.0032

Charge: 0
Kohn-Sham gap: 7.4 eV
HOMO level: -7.3 eV
E: -112805.362 eV
Strongest force on any atom: 4.84 eV Å⁻¹
Energy relative to the best compared isomer or geometry (same formula, charge and spin): 25.7 kcal per mole
E_LUMO: 0.1 eV



ORCA calculation (the ωB97M-V functional and the def2-TZVPD basis) on a structure of composition C44H56BCdN6O8P2.

Atoms and positions in Å:
Cd -0.1916 -0.6296 -0.0522
C -2.3708 4.6983 1.9511
C -1.3092 3.8465 2.6502
C 0.0760 4.3460 2.2165
C -1.4341 4.0415 4.1604
P -1.3810 2.0629 1.9291
C -0.1004 1.2156 3.0113
N 1.1228 1.1380 2.2534
B 1.2823 0.4425 1.0167
N 2.6629 0.6071 0.6793
C 3.3454 0.0863 -0.4790
P 2.3147 0.4211 -2.0187
C 3.1028 2.0947 -2.5489
C 2.9303 3.0043 -1.3261
C 4.5662 2.1100 -2.9779
C 2.2374 2.6537 -3.6797
C 2.9096 -1.0096 -3.1350
C 4.3947 -1.0806 -3.4843
C 2.0545 -0.9223 -4.4012
C 2.5080 -2.3003 -2.4080
C 3.2970 1.3096 1.6765
C 4.6158 1.6973 1.8315
C 4.9711 2.3970 2.9754
C 4.0343 2.6918 3.9519
C 2.7102 2.3104 3.8133
C 2.3332 1.6291 2.6667
C -3.0398 1.2284 2.4157
C -2.8278 -0.2831 2.5151
C -3.9324 1.4924 1.1972
C -3.7351 1.7130 3.6854
H -2.2169 5.7544 2.1796
H -3.3694 4.4276 2.2839
H -2.3218 4.5703 0.8712
H 0.1812 5.4101 2.4323
H 0.2318 4.2024 1.1483
H 0.8718 3.8218 2.7379
H -1.1327 5.0607 4.4111
H -0.7920 3.3642 4.7175
H -2.4551 3.9031 4.5002
H -0.4245 0.1920 3.2142
H 0.0624 1.7329 3.9577
H 3.4504 -0.9991 -0.3772
H 4.3431 0.5284 -0.5581
H 3.6557 2.7779 -0.5489
H 1.9315 2.8860 -0.9082
H 3.0668 4.0495 -1.6097
H 5.2002 1.5743 -2.2755
H 4.9217 3.1399 -3.0276
H 4.6920 1.6684 -3.9618
H 1.1879 2.6094 -3.3991
H 2.3694 2.0850 -4.5964
H 2.4951 3.6935 -3.8841
H 4.6654 -0.3459 -4.2360
H 4.6189 -2.0669 -3.8920
H 5.0176 -0.9323 -2.6050
H 2.2243 0.0082 -4.9392
H 1.0053 -0.9816 -4.1185
H 2.2788 -1.7506 -5.0736
H 3.2333 -2.5935 -1.6517
H 2.4415 -3.1110 -3.1336
H 1.5309 -2.1873 -1.9368
H 5.3744 1.4533 1.0997
H 5.9968 2.7063 3.1098
H 4.3433 3.2197 4.8428
H 2.0039 2.5362 4.5997
H -2.2284 -0.6509 1.6784
H -3.7946 -0.7856 2.4718
H -2.3491 -0.5674 3.4499
H -3.4719 1.0666 0.3049
H -4.0728 2.5603 1.0414
H -4.9092 1.0282 1.3278
H -3.0861 1.6283 4.5533
H -4.6162 1.0958 3.8662
H -4.0674 2.7438 3.5847
N -3.0417 0.9010 -6.1066
C -2.6286 1.3434 -5.1326
C -2.1370 1.9274 -3.9449
C -2.3917 3.2731 -3.6701
C -1.8928 3.8085 -2.4979
C -1.1692 2.9813 -1.6479
N -0.9257 1.7052 -1.9036
C -1.3900 1.1847 -3.0223
H -2.9656 3.8697 -4.3656
H -2.0601 4.8456 -2.2497
H -0.7651 3.3536 -0.7167
H -1.1587 0.1415 -3.1880
O 0.4962 -1.8508 2.6823
C -0.1721 -2.6806 2.0458
O -0.1141 -2.9171 0.8223
C -1.1897 -3.4899 2.8525
C -2.3892 -3.8933 2.2745
C -3.3200 -4.5813 3.0252
C -3.0322 -4.8857 4.3566
C -1.8275 -4.4968 4.9401
C -0.9191 -3.7868 4.1858
N -3.9781 -5.6086 5.1402
O -3.6998 -5.8403 6.3061
O -5.0209 -5.9656 4.6177
H -2.5758 -3.6412 1.2412
H -4.2681 -4.8894 2.6130
H -1.6405 -4.7498 5.9736
H 0.0104 -3.4383 4.6091
O -2.3536 -1.8018 -0.9267
C -1.6287 -2.1686 -1.8585
O -0.5586 -1.6279 -2.2184
C -2.0548 -3.2925 -2.7940
C -1.0865 -4.1554 -3.3064
C -1.4021 -5.0381 -4.3153
C -2.6991 -5.0541 -4.8295
C -3.6814 -4.2127 -4.3120
C -3.3540 -3.3390 -3.2959
N -3.0195 -5.9301 -5.9077
O -4.1671 -5.9352 -6.3225
O -2.1304 -6.6283 -6.3687
H -0.0865 -4.1080 -2.9018
H -0.6653 -5.7081 -4.7337
H -4.6767 -4.2502 -4.7288
H -4.0939 -2.6716 -2.8808

Charge: -1
Kohn-Sham gap: 6.8 eV
HOMO level: -5.4 eV
E: -95676.762 eV
Strongest force on any atom: 1.73 eV Å⁻¹
Energy relative to the best compared isomer or geometry (same formula, charge and spin): 0.4 kcal per mole
E_LUMO: 1.4 eV



ORCA calculation (the ωB97M-V functional and the def2-TZVPD basis) on a structure of composition C13H33N7O10PS2.

Atoms and positions in Å:
N -1.3385 4.6195 4.7799
P -1.4092 3.4698 3.6621
S -0.4982 1.6374 4.3743
O 0.0311 1.9541 5.7384
O 0.6762 1.3530 3.4873
N -1.5369 0.3239 4.5687
S -2.8712 0.4085 3.5732
O -2.6462 0.9772 2.2163
O -3.4097 -0.9817 3.4323
C -4.1506 1.3067 4.5401
O -5.3482 1.5825 3.7977
N -5.4162 2.9528 3.6054
O -6.1695 3.1963 2.7311
H -2.2773 4.9450 4.9934
H -0.7044 3.8262 2.4687
H -2.7851 3.3305 3.3139
H -4.4276 0.6467 5.3863
H -3.6987 2.2080 4.9946
C 5.7251 -1.1288 3.4623
O 6.5064 -1.9958 3.8071
N 4.3881 -1.2837 3.3581
C 3.5140 -0.2010 2.9381
C 3.8070 -2.5736 3.6763
H 6.0622 -0.1133 3.1988
H 2.7896 0.0084 3.7259
H 2.9834 -0.4990 2.0309
H 4.0879 0.7023 2.7344
H 4.0428 -2.8341 4.7097
H 4.2329 -3.3366 3.0211
H 2.7274 -2.5407 3.5459
C 1.0651 4.5332 0.2821
O 1.0206 4.8988 1.4402
N 1.8507 3.5372 -0.1761
C 1.8574 3.1355 -1.5710
C 2.7133 2.8446 0.7655
H 0.4434 4.9938 -0.5029
H 1.5682 2.1013 -1.6386
H 2.8673 3.2619 -1.9760
H 1.1624 3.7376 -2.1522
H 2.1054 2.3925 1.5536
H 3.3992 3.5598 1.2248
H 3.2822 2.0703 0.2530
C 0.9968 0.1876 -3.0974
O 0.3417 1.2080 -3.0185
N 0.4822 -1.0596 -3.1561
C 1.3209 -2.2384 -3.2501
C -0.9603 -1.2226 -3.1228
H 2.0992 0.2026 -3.1254
H 1.0786 -2.7761 -4.1691
H 1.1295 -2.8823 -2.3894
H 2.3755 -1.9664 -3.2640
H -1.4021 -0.6895 -3.9679
H -1.3513 -0.7948 -2.1982
H -1.2237 -2.2775 -3.1769
C -1.1020 -3.9397 -5.8090
O -0.3770 -4.8155 -5.3856
N -2.4448 -4.0343 -5.9444
C -3.2441 -2.9401 -6.4590
C -3.1008 -5.2711 -5.5606
H -0.7040 -2.9622 -6.1276
H -3.9765 -2.6406 -5.7062
H -3.7662 -3.2657 -7.3617
H -2.6151 -2.0849 -6.7017
H -2.9070 -5.4740 -4.5060
H -2.6975 -6.0955 -6.1513
H -4.1735 -5.1944 -5.7258

Charge: -1
Kohn-Sham gap: 7.5 eV
HOMO level: -5.8 eV
E: -75877.076 eV
Strongest force on any atom: 5.46 eV Å⁻¹
Energy relative to the best compared isomer or geometry (same formula, charge and spin): 31.0 kcal per mole
E_LUMO: 1.8 eV



ORCA calculation (the ωB97M-V functional and the def2-TZVPD basis) on a structure of composition C24H32IrNO.

Atoms and positions in Å:
Ir -0.0673 0.7393 -0.4475
C 1.7250 0.8352 0.8602
C 2.1883 -0.0186 -0.1954
C 2.2331 0.7449 -1.3984
H 2.4632 -1.0741 -0.0867
C 1.7804 2.0749 -1.1019
C 1.4913 2.1417 0.3134
H 1.1685 3.0249 0.8676
H 1.6000 0.5489 1.9060
H 2.5712 0.3852 -2.3732
H 1.7097 2.9078 -1.8087
C -2.1965 0.6947 0.4609
C -1.4847 1.8749 0.8587
C -1.2744 2.6798 -0.3134
H -1.1909 2.1327 1.8754
C -1.8221 1.9705 -1.4428
C -2.3771 0.7316 -0.9565
H -2.8852 -0.0319 -1.5538
H -2.5090 -0.1205 1.1228
H -0.7808 3.6537 -0.3557
H -1.8627 2.3516 -2.4692
O -0.1797 -0.3288 -2.6097
C -0.2612 0.0264 -4.0693
C 0.4300 -1.3167 -4.4489
C 0.4873 1.2840 -4.3907
C -1.7197 0.0723 -4.4719
C 0.3503 -1.6839 -2.9845
H 1.4543 -1.1675 -4.7973
H -0.1468 -1.9468 -5.1187
H -0.4231 -2.4242 -2.7077
H 1.2984 -1.8754 -2.4504
H 0.4651 1.4516 -5.4817
H 1.5344 1.2233 -4.0658
H 0.0118 2.1554 -3.9037
H -1.8147 -0.2005 -5.5368
H -2.1328 1.0889 -4.3448
H -2.3184 -0.6303 -3.8723
C 0.1223 0.8529 5.5912
N 0.3662 -0.1883 4.5766
C 1.8071 -0.3671 4.3524
C -0.4011 0.0453 3.3253
C -0.3780 -1.1054 2.3357
C -0.6093 -2.3072 3.0071
C -0.6287 -3.5551 2.3582
C -0.4429 -3.5668 0.9915
C -0.2537 -2.3260 0.3186
C -0.2511 -1.1272 0.9898
H 0.6532 0.6213 6.5059
H -0.9343 0.9319 5.8021
H 0.4823 1.8324 5.2156
H 2.0053 -1.1333 3.6166
H 2.2682 0.5906 4.0229
H 2.2934 -0.6513 5.2853
H -1.4509 0.2272 3.6287
H -0.0378 1.0289 2.9158
H -0.7555 -2.3451 4.1076
H -0.7881 -4.4818 2.9076
H -0.4496 -4.5117 0.4381
H -0.1323 -2.4395 -0.8003

Charge: -2
Kohn-Sham gap (spin up / spin down): 1.5 / 4.5 eV
HOMO level (spin up / spin down): 3.0 / 0.0 eV
E: -31773.175 eV
Strongest force on any atom: 3.30 eV Å⁻¹
2S+1: 5
E_LUMO (spin up / spin down): 4.5 / 4.5 eV